Record 1
Below is C31H56N2O3OsP2 as an isolated structure at a distorted geometry, with properties calculated with ωB97M-V/def2-TZVPD.

Geometry as ORCA input:
```
! RIJCOSX wB97M-V def2-TZVPD def2/J DEFGRID3
* xyz 4 5
Os 0.081 0.721 -1.238
P 2.471 0.901 -1.273
P -2.375 0.548 -1.370
O 0.304 -2.435 -1.498
O -0.186 -1.072 0.604
O -0.218 3.653 -0.408
N -0.348 -1.896 2.730
N -0.254 -3.159 3.131
C -0.645 -0.821 3.681
C -3.193 2.189 -1.882
C 3.170 -1.115 0.556
C -3.442 -2.067 -2.098
C -1.924 -0.757 4.231
C 4.580 2.967 -1.369
C -4.732 2.243 -1.938
C 0.159 0.805 5.254
C 3.094 1.243 1.471
C -3.206 -0.644 -2.618
C -2.447 -0.706 -3.948
C -1.123 0.901 5.801
C 3.480 0.077 -2.670
C -2.686 -0.965 0.949
C -2.601 2.707 -3.190
C 4.949 -0.234 -2.328
C 0.406 -0.059 4.184
C -3.328 0.173 0.218
C 3.418 0.789 -4.027
C 2.475 3.352 -2.684
C 3.437 0.359 0.266
C 0.425 -3.228 1.050
C 0.421 -5.390 2.219
C -2.165 0.126 5.287
C -3.458 1.418 1.111
C 3.070 2.696 -1.437
C 0.011 -1.957 1.461
C 0.196 -3.945 2.134
C -0.097 2.523 -0.754
C 0.207 -1.265 -1.416
C -0.574 -3.592 4.478
H -0.512 -5.911 2.447
H 5.075 2.489 -0.515
H -1.628 -3.407 4.702
H 3.349 -1.764 -0.307
H 4.743 4.055 -1.268
H -3.947 -2.656 -2.881
H 1.524 2.885 -2.981
H -3.553 1.109 2.163
H -2.142 0.283 -4.302
H -0.405 -4.660 4.568
H 3.792 2.081 1.582
H 5.049 -1.169 -1.764
H 4.510 0.468 0.060
H 3.797 -1.457 1.391
H 4.289 1.449 -4.175
H 0.058 -3.083 5.211
H 1.167 -5.625 2.982
H -0.644 0.528 0.560
H 0.788 -5.774 1.264
H -1.307 1.566 6.644
H 3.167 3.311 -3.536
H -2.491 -2.574 -1.880
H 5.529 -0.338 -3.258
H 2.602 3.162 -0.553
H -3.013 3.704 -3.409
H -2.852 2.052 -4.033
H -5.226 1.570 -1.227
H 2.274 4.415 -2.479
H 0.787 0.716 0.496
H -4.187 -0.179 -2.813
H -3.162 0.187 5.718
H -2.862 2.860 -1.067
H -5.099 2.018 -2.950
H -4.345 -0.157 -0.065
H -4.339 2.021 0.855
H -2.129 -1.656 0.290
H -4.074 -2.104 -1.203
H 2.067 1.646 1.371
H -1.507 2.799 -3.129
H 0.977 1.382 5.667
H 5.411 0.573 -1.747
H -3.391 -1.567 1.515
H 2.510 1.380 -4.170
H 0.815 -3.626 0.152
H 2.127 -1.238 0.863
H 1.411 -0.172 3.773
H -1.965 -0.571 1.683
H 3.451 0.043 -4.836
H 3.128 0.645 2.392
H -2.564 2.046 1.020
H -5.063 3.270 -1.704
H 2.951 -0.889 -2.769
H 5.088 2.661 -2.294
H -1.549 -1.335 -3.868
H -3.099 -1.156 -4.715
H -2.733 -1.391 3.859
*
```

Summary:
* <S²>: 6.061
* lowest unoccupied orbital energy (spin up / spin down): -0.45367 / -0.61563 hartree
* frontier orbital gap (spin up / spin down): 6.6 / 2.7 eV
* ΔE to the lowest compared entry with this formula, charge and spin: 33.5 kcal per mole



Record 2
Below is C31H56N3O3P2Ti as an isolated structure at a distorted geometry, with properties calculated with ωB97M-V/def2-TZVPD.

Geometry as ORCA input:
```
! RIJCOSX wB97M-V def2-TZVPD def2/J DEFGRID3
* xyz 1 3
Ti -0.130 0.185 0.652
P -1.059 -2.257 0.123
P 0.393 2.655 0.386
O -1.940 -0.982 2.934
O 0.920 0.958 3.510
O -2.110 0.496 1.232
N 1.886 -0.567 0.088
N -4.356 1.446 2.044
N -0.562 0.340 -1.492
C 4.815 -2.455 -0.655
C -2.523 -4.191 -1.192
C -3.545 -3.284 0.973
C -0.869 0.633 -4.259
C -0.550 5.365 0.785
C 1.030 -4.235 0.239
C -4.077 0.004 2.359
C 0.703 4.243 2.664
C 3.142 2.597 0.765
C 2.121 3.141 -0.247
C -0.724 1.554 -2.050
C 0.518 0.693 2.428
C 2.822 -2.579 -2.182
C -0.617 -0.611 -3.704
C 3.724 -1.618 -1.335
C -2.779 -2.949 -0.308
C 4.124 -0.565 -2.379
C 2.334 2.476 -1.616
C -0.285 4.031 1.504
C -3.522 -1.848 -1.100
C -1.009 1.701 -3.400
C -0.802 -2.097 -1.656
C 0.960 -2.771 2.236
C 3.053 -0.723 -0.212
C -1.621 3.517 2.069
C -0.664 -0.785 -2.294
C -0.650 2.809 -1.136
C 2.324 4.652 -0.401
C 0.101 -3.512 1.198
C -2.596 -0.238 2.198
C -0.789 -4.475 1.986
H -3.494 -0.889 -0.562
H -3.309 -4.293 1.331
H -0.216 3.641 -1.729
H 5.666 -1.843 -0.345
H 0.498 -4.726 -0.583
H 1.732 -2.148 1.775
H 1.610 5.111 -1.093
H 2.394 -3.444 -1.681
H 3.201 -0.281 -2.909
H 4.520 0.373 -1.973
H 2.307 5.185 0.554
H -4.618 -3.249 0.740
H 1.750 -3.518 -0.163
H -0.479 -1.516 -4.297
H 0.895 3.311 3.210
H 4.804 -0.928 -3.162
H 0.250 4.963 3.364
H -4.208 1.632 1.041
H -4.648 -0.632 1.681
H 4.437 -2.918 0.272
H 1.488 -3.525 2.847
H 4.131 3.012 0.517
H 3.375 2.634 -1.945
H 1.690 2.911 -2.392
H 2.152 1.395 -1.570
H 1.985 -2.088 -2.697
H -5.329 1.689 2.252
H 0.354 -2.155 2.912
H -1.466 -3.915 2.648
H 0.363 5.881 0.472
H 5.187 -3.300 -1.263
H -1.282 2.702 -3.717
H -1.689 3.106 -0.864
H -3.763 2.103 2.578
H -0.149 -2.853 -2.149
H -1.479 2.597 2.656
H 1.660 4.667 2.336
H -1.972 -3.907 -2.114
H -0.147 -5.100 2.632
H 3.325 4.812 -0.828
H -1.038 0.763 -5.312
H -1.052 6.031 1.504
H -1.365 -5.157 1.346
H -1.938 -4.973 -0.664
H -3.081 -1.689 -2.094
H -4.575 -2.144 -1.231
H 2.916 2.932 1.785
H 3.454 -3.016 -2.966
H 3.194 1.499 0.749
H -2.361 3.350 1.268
H -2.029 4.290 2.743
H -3.498 -4.619 -1.494
H 1.605 -5.016 0.763
H -4.405 -0.196 3.370
H -1.212 5.256 -0.085
H -3.333 -2.566 1.780
*
```

Summary:
* <S²>: 2.016
* lowest unoccupied orbital energy (spin up / spin down): -0.11131 / -0.11393 hartree
* frontier orbital gap (spin up / spin down): 5.3 / 5.2 eV
* ΔE to the lowest compared entry with this formula, charge and spin: 20.9 kcal per mole